1.
DFT (the ωB97M-V functional and the def2-TZVPD basis) results for C25H33FeI2OP2Si as an isolated structure in a non-equilibrium geometry.

Results
HOMO energy (alpha / beta) ... -14.30 / -14.58 eV
Gap between HOMO and LUMO (alpha / beta) ... 7.5 / 4.0 eV
2S+1 ... 6
DFT total energy ... -3878.345086 hartree
Total charge ... +2
<S²> ... 8.871
LUMO energy (alpha / beta) ... -6.82 / -10.57 eV

Atoms and positions in Å:
I1 -2.20 2.37 1.06
I2 2.04 1.26 -1.35
Fe1 0.25 -0.01 -0.18
P1 1.02 0.28 1.83
C1 2.69 -0.41 2.12
C2 1.28 2.07 2.12
H1 1.52 2.20 3.18
H2 0.56 0.38 4.19
H3 0.34 2.59 1.87
H4 -0.92 0.01 3.25
H5 3.34 -0.15 1.27
H6 2.09 2.43 1.48
C3 0.15 -0.21 3.36
H7 3.09 0.02 3.05
H8 0.28 -1.28 3.55
H9 2.63 -1.51 2.21
P2 -1.19 -0.10 -1.81
C4 -0.56 -1.02 -3.26
C5 -2.93 -0.65 -1.74
H10 -1.66 2.25 -1.58
H11 -2.23 1.60 -3.15
H12 -0.47 1.96 -2.90
C6 -1.40 1.61 -2.43
H13 -3.34 -0.41 -0.75
H14 -3.49 -0.12 -2.51
H15 -1.23 -0.83 -4.11
H16 -0.54 -2.10 -3.03
H17 -2.99 -1.73 -1.90
H18 0.45 -0.69 -3.49
C7 1.30 -1.43 -0.66
O1 2.21 -1.99 -1.20
C8 -1.13 -5.42 -3.04
C9 -2.23 -4.81 -2.43
C10 -2.04 -3.93 -1.35
C11 -0.75 -3.61 -0.89
C12 0.33 -4.31 -1.45
C13 0.15 -5.18 -2.54
Si1 -0.43 -2.29 0.46
C14 -2.17 -2.20 1.30
C15 -2.75 -0.99 1.66
C16 -4.01 -0.90 2.26
C17 -4.72 -2.07 2.54
C18 -4.15 -3.31 2.22
C19 -2.88 -3.37 1.61
C20 0.56 -3.30 1.75
C21 -0.01 -3.67 2.99
C22 0.67 -4.51 3.88
C23 1.95 -4.97 3.58
C24 2.55 -4.59 2.37
C25 1.85 -3.75 1.48
H19 -1.27 -6.09 -3.89
H20 -3.24 -5.01 -2.79
H21 -2.92 -3.52 -0.87
H22 1.33 -4.21 -1.04
H23 1.02 -5.66 -2.99
H24 -2.23 -0.04 1.43
H25 -4.40 0.09 2.49
H26 -5.70 -2.02 3.01
H27 -4.68 -4.23 2.43
H28 -2.45 -4.35 1.37
H29 -1.00 -3.32 3.27
H30 0.19 -4.79 4.82
H31 2.49 -5.63 4.27
H32 3.55 -4.93 2.11
H33 2.37 -3.47 0.56


2.
DFT (the ωB97M-V functional and the def2-TZVPD basis) results for C25H33FeO2Te as an isolated structure in a non-equilibrium geometry.

Results
HOMO energy (alpha / beta) ... -5.71 / -7.63 eV
Gap between HOMO and LUMO (alpha / beta) ... 6.3 / 6.5 eV
2S+1 ... 6
DFT total energy ... -2654.383766 hartree
Total charge ... 0
<S²> ... 8.798
LUMO energy (alpha / beta) ... 0.61 / -1.10 eV

Atoms and positions in Å:
O1 1.29 0.89 -3.55
C1 1.51 -0.22 -4.48
C2 2.93 0.22 -4.82
H1 0.82 -0.15 -5.34
H2 1.45 -1.22 -4.01
C3 2.67 1.32 -3.75
H3 3.05 0.59 -5.84
H4 3.69 -0.51 -4.54
C4 2.77 2.74 -4.29
H5 2.40 2.83 -5.32
H6 3.83 3.04 -4.30
H7 2.24 3.43 -3.62
C5 3.46 1.13 -2.47
H8 3.39 0.08 -2.17
H9 3.05 1.78 -1.70
H10 4.51 1.40 -2.64
Fe1 -0.21 -0.43 1.24
C6 1.23 -2.36 1.13
C7 -0.10 -2.69 1.48
C8 -0.98 -2.19 0.46
H11 -0.37 -3.26 2.36
C9 -0.16 -1.53 -0.54
C10 1.20 -1.68 -0.13
H12 2.09 -1.44 -0.70
H13 2.11 -2.70 1.68
H14 -2.03 -2.46 0.33
H15 -0.52 -1.11 -1.49
C11 0.84 0.28 3.07
C12 1.93 0.01 2.21
C13 1.70 0.71 0.97
H16 2.83 -0.56 2.47
C14 0.53 1.51 1.11
C15 -0.02 1.25 2.43
H17 -0.82 1.83 2.89
H18 0.74 -0.07 4.09
H19 2.37 0.72 0.13
H20 0.22 2.33 0.47
O2 -1.95 1.01 -0.60
C16 -1.18 1.95 -1.38
C17 -1.98 2.43 -2.58
H21 -0.25 1.46 -1.66
H22 -1.01 2.84 -0.76
C18 -3.43 2.01 -2.33
H23 -1.55 1.96 -3.46
H24 -1.93 3.52 -2.63
C19 -3.36 1.21 -1.00
H25 -3.80 1.40 -3.17
H26 -4.09 2.88 -2.21
H27 -3.86 0.24 -1.09
H28 -3.83 1.84 -0.22
Te1 -2.38 -0.36 2.20
C20 -2.10 -1.60 3.97
C21 -1.90 -1.00 5.21
C22 -1.71 -1.81 6.35
C23 -1.71 -3.22 6.21
C24 -1.95 -3.80 4.97
C25 -2.23 -2.99 3.85
H29 -1.90 0.08 5.30
H30 -1.56 -1.37 7.33
H31 -1.53 -3.85 7.10
H32 -1.94 -4.89 4.86
H33 -2.51 -3.44 2.91


3.
DFT (the ωB97M-V functional and the def2-TZVPD basis) results for C25H33I2NOP3Tc as an isolated structure in a non-equilibrium geometry.

Results
HOMO energy (alpha / beta) ... -15.84 / -16.15 eV
Gap between HOMO and LUMO (alpha / beta) ... 6.2 / 2.7 eV
2S+1 ... 4
DFT total energy ... -2801.660981 hartree
ΔE to the lowest compared entry with this formula, charge and spin ... 0.0 kJ/mol
Total charge ... +3
<S²> ... 3.782
LUMO energy (alpha / beta) ... -9.62 / -13.43 eV

Atoms and positions in Å:
I1 -3.48 0.37 -4.73
I2 -1.75 0.57 -6.77
Tc1 -0.59 0.38 -1.90
P1 -0.68 -1.78 -2.74
C1 -1.33 -2.75 -1.30
C2 -1.47 -2.63 -4.15
H1 -1.19 -3.69 -4.11
H2 1.03 -3.49 -2.97
H3 -1.11 -2.11 -5.04
H4 1.55 -1.90 -3.61
H5 -2.36 -2.43 -1.13
H6 -2.54 -2.49 -4.04
C3 1.04 -2.41 -2.79
H7 -1.34 -3.81 -1.55
H8 1.51 -2.18 -1.82
H9 -0.67 -2.55 -0.45
P2 -0.40 2.66 -2.51
C4 -0.65 3.63 -0.96
C5 1.22 3.30 -3.09
H10 -1.37 3.26 -4.62
H11 -1.31 4.73 -3.53
H12 -2.54 3.45 -3.30
C6 -1.51 3.64 -3.59
H13 1.45 2.90 -4.08
H14 1.22 4.40 -3.16
H15 -0.58 4.72 -1.14
H16 0.10 3.33 -0.22
H17 2.01 2.99 -2.39
H18 -1.65 3.41 -0.57
C7 -2.41 0.63 -1.40
O1 -3.50 0.87 -1.03
N1 -0.01 -0.06 -0.26
P3 0.48 -0.29 1.28
C8 1.71 0.91 1.73
C9 2.07 1.95 0.85
C10 2.96 2.93 1.27
C11 3.55 2.85 2.54
C12 3.23 1.80 3.40
C13 2.30 0.83 3.01
C14 -1.03 -0.11 2.24
C15 -0.94 0.55 3.47
C16 -2.04 0.56 4.33
C17 -3.25 0.00 3.90
C18 -3.38 -0.58 2.64
C19 -2.27 -0.60 1.79
C20 1.09 -1.93 1.66
C21 2.47 -2.15 1.84
C22 2.91 -3.35 2.39
C23 2.01 -4.38 2.64
C24 0.64 -4.20 2.38
C25 0.17 -2.98 1.90
H19 1.63 1.98 -0.16
H20 3.21 3.76 0.59
H21 4.27 3.60 2.87
H22 3.67 1.74 4.39
H23 2.05 0.01 3.69
H24 -0.01 1.05 3.75
H25 -1.92 1.01 5.33
H26 -4.11 0.03 4.57
H27 -4.32 -1.02 2.30
H28 -2.37 -0.98 0.77
H29 3.18 -1.35 1.60
H30 3.97 -3.45 2.64
H31 2.35 -5.34 3.03
H32 -0.07 -5.00 2.57
H33 -0.90 -2.82 1.74


4.
DFT (the ωB97M-V functional and the def2-TZVPD basis) results for C25H33IrN8OSSbSe4 as an isolated structure in a non-equilibrium geometry.

Results
HOMO energy (alpha / beta) ... -9.39 / -9.36 eV
Gap between HOMO and LUMO (alpha / beta) ... 4.8 / 3.4 eV
2S+1 ... 5
DFT total energy ... -11833.835415 hartree
Total charge ... +1
<S²> ... 6.111
LUMO energy (alpha / beta) ... -4.63 / -5.95 eV

Atoms and positions in Å:
Ir1 -1.31 -0.47 -0.10
N1 -0.12 1.44 0.32
C1 -0.96 2.68 0.29
C2 -2.41 2.35 0.63
N2 -2.84 0.99 0.19
H1 0.27 1.18 1.25
H2 0.63 1.51 -0.37
H3 -0.82 3.09 -0.71
H4 -0.57 3.40 1.03
H5 -3.05 3.14 0.14
H6 -2.53 2.35 1.74
H7 -3.53 0.99 -0.55
H8 -3.51 0.71 0.94
S1 -0.40 -2.40 -0.62
C3 -0.10 -1.95 -2.30
N3 1.01 -2.44 -2.88
N4 1.08 -2.01 -4.17
C4 2.22 -1.57 -4.69
C5 2.21 -0.88 -5.93
C6 3.24 0.02 -6.13
C7 4.38 0.05 -5.31
C8 4.47 -0.91 -4.27
C9 3.45 -1.76 -4.01
N5 -0.98 -1.14 -2.88
N6 -1.63 -0.29 -2.05
C10 -2.23 0.75 -2.85
C11 -3.64 0.77 -2.99
C12 -4.22 1.92 -3.49
C13 -3.53 2.91 -4.25
C14 -2.12 2.69 -4.28
C15 -1.47 1.61 -3.65
H9 0.23 -1.87 -4.76
H10 1.44 -1.01 -6.66
H11 3.33 0.64 -7.03
H12 5.13 0.85 -5.40
H13 5.39 -1.08 -3.72
H14 3.47 -2.52 -3.21
H15 -4.24 -0.18 -2.78
H16 -5.22 2.22 -3.24
H17 -4.04 3.72 -4.70
H18 -1.40 3.33 -4.80
H19 -0.43 1.53 -3.81
C16 4.01 -3.20 4.94
C17 3.93 -1.63 4.89
N7 2.82 -1.12 4.04
C18 3.26 -0.54 2.75
C19 3.53 -1.55 1.70
C20 1.62 -1.17 4.64
O1 1.47 -1.57 5.78
C21 0.37 -0.76 3.84
C22 -0.74 -0.51 4.70
C23 -2.06 -0.37 4.17
C24 -2.23 -0.40 2.78
N8 -1.17 -0.59 1.96
C25 0.08 -0.79 2.49
H20 4.85 -3.53 5.57
H21 4.18 -3.62 3.93
H22 3.06 -3.58 5.32
H23 4.84 -1.30 4.43
H24 3.82 -1.17 5.87
H25 4.16 0.09 2.97
H26 2.47 0.10 2.34
H27 4.56 -1.99 1.85
H28 3.44 -1.06 0.71
H29 2.84 -2.42 1.70
H30 -0.49 -0.50 5.76
H31 -2.88 -0.09 4.84
H32 -3.16 -0.21 2.36
H33 0.85 -1.05 1.80
Se1 -8.22 1.66 4.33
Sb1 -6.34 2.03 2.79
Se2 -7.06 4.01 1.57
Se3 -4.35 2.14 4.26
Se4 -6.13 0.30 0.99


5.
DFT (the ωB97M-V functional and the def2-TZVPD basis) results for one molecule with the formula C25H33N3O3.

Results
HOMO energy ... -7.46 eV
Gap between HOMO and LUMO ... 8.2 eV
DFT total energy ... -1362.483491 hartree
ΔE to the lowest compared entry with this formula, charge and spin ... 143.6 kJ/mol
Total charge ... 0
SMILES string ... CCN(CCCNC(=O)CCCN1C(=O)COc2ccc(C)cc21)c1cccc(C)c1
LUMO energy ... 0.71 eV

Atoms and positions in Å:
C1 -1.70 0.46 -3.46
C2 -1.82 -1.06 -3.53
N1 -1.30 -1.75 -2.37
C3 -2.15 -1.78 -1.21
C4 -1.75 -0.76 -0.14
C5 -2.69 -0.82 1.06
N2 -2.35 0.15 2.08
C6 -2.60 1.47 1.90
O1 -3.07 1.90 0.87
C7 -2.33 2.38 3.09
C8 -1.17 2.05 4.03
C9 0.22 2.18 3.42
N3 0.61 1.08 2.54
C10 0.95 -0.09 3.13
O2 0.80 -0.29 4.32
C11 1.51 -1.15 2.20
O3 2.28 -0.63 1.15
C12 1.67 0.41 0.49
C13 1.96 0.61 -0.85
C14 1.35 1.64 -1.54
C15 0.43 2.47 -0.91
C16 -0.28 3.57 -1.64
C17 0.18 2.28 0.45
C18 0.80 1.27 1.16
C19 0.05 -2.06 -2.27
C20 0.53 -2.83 -1.19
C21 1.86 -3.18 -1.11
C22 2.76 -2.78 -2.08
C23 2.31 -2.03 -3.16
C24 3.27 -1.60 -4.23
C25 0.98 -1.67 -3.24
H1 -2.35 0.86 -2.69
H2 -1.99 0.90 -4.41
H3 -0.68 0.75 -3.23
H4 -2.87 -1.34 -3.64
H5 -1.30 -1.44 -4.42
H6 -2.14 -2.79 -0.77
H7 -3.17 -1.58 -1.53
H8 -0.72 -0.95 0.18
H9 -1.78 0.24 -0.55
H10 -2.68 -1.81 1.52
H11 -3.71 -0.60 0.72
H12 -1.89 -0.17 2.92
H13 -2.22 3.39 2.70
H14 -3.26 2.37 3.67
H15 -1.28 1.05 4.46
H16 -1.22 2.76 4.86
H17 0.94 2.17 4.25
H18 0.33 3.11 2.88
H19 0.67 -1.75 1.80
H20 2.16 -1.82 2.77
H21 2.66 -0.05 -1.34
H22 1.58 1.79 -2.58
H23 -1.35 3.53 -1.42
H24 -0.13 3.48 -2.71
H25 0.09 4.54 -1.32
H26 -0.53 2.94 0.93
H27 -0.14 -3.18 -0.42
H28 2.20 -3.76 -0.27
H29 3.80 -3.06 -2.01
H30 2.85 -0.81 -4.85
H31 3.52 -2.45 -4.87
H32 4.20 -1.24 -3.79
H33 0.67 -1.07 -4.08


6.
DFT (the ωB97M-V functional and the def2-TZVPD basis) results for one molecule with the formula C25H33NO4.

Results
HOMO energy ... -7.93 eV
Gap between HOMO and LUMO ... 8.7 eV
DFT total energy ... -1328.142005 hartree
ΔE to the lowest compared entry with this formula, charge and spin ... 46.4 kJ/mol
Total charge ... 0
SMILES string ... CCOC(=O)C1(CCOC)CCN(Cc2cccc(OCc3ccccc3)c2)CC1
LUMO energy ... 0.82 eV

Atoms and positions in Å:
C1 -5.95 -1.72 1.02
C2 -5.74 -0.25 0.72
O1 -4.50 -0.03 0.04
C3 -3.40 0.06 0.79
O2 -3.42 -0.01 1.99
C4 -2.16 0.30 -0.06
C5 -2.22 1.76 -0.55
C6 -2.05 2.82 0.55
O3 -0.73 3.02 0.98
C7 0.10 3.70 0.07
C8 -0.90 0.05 0.78
C9 -0.71 -1.44 1.08
N1 -0.74 -2.31 -0.07
C10 0.51 -2.52 -0.79
C11 1.09 -1.33 -1.52
C12 0.82 -1.11 -2.86
C13 1.32 0.02 -3.50
C14 2.08 0.94 -2.80
C15 2.37 0.72 -1.45
O4 3.11 1.69 -0.85
C16 3.31 1.61 0.55
C17 4.20 0.48 0.99
C18 5.21 0.02 0.17
C19 6.03 -1.02 0.57
C20 5.85 -1.60 1.82
C21 4.84 -1.14 2.65
C22 4.02 -0.11 2.24
C23 1.89 -0.42 -0.83
C24 -1.93 -2.09 -0.86
C25 -2.15 -0.63 -1.28
H1 -5.18 -2.07 1.71
H2 -6.92 -1.87 1.48
H3 -5.89 -2.31 0.11
H4 -6.51 0.13 0.04
H5 -5.74 0.34 1.64
H6 -1.45 1.91 -1.30
H7 -3.19 1.92 -1.04
H8 -2.60 2.52 1.45
H9 -2.47 3.77 0.19
H10 0.36 3.09 -0.80
H11 1.01 3.95 0.61
H12 -0.38 4.62 -0.28
H13 -0.97 0.60 1.72
H14 -0.04 0.44 0.23
H15 0.23 -1.59 1.61
H16 -1.52 -1.76 1.75
H17 0.33 -3.33 -1.50
H18 1.24 -2.87 -0.05
H19 0.22 -1.82 -3.41
H20 1.11 0.18 -4.54
H21 2.46 1.82 -3.28
H22 2.34 1.57 1.07
H23 3.79 2.57 0.81
H24 5.35 0.47 -0.80
H25 6.81 -1.38 -0.08
H26 6.49 -2.41 2.14
H27 4.69 -1.59 3.62
H28 3.22 0.24 2.89
H29 2.13 -0.62 0.20
H30 -1.88 -2.72 -1.75
H31 -2.78 -2.41 -0.26
H32 -3.09 -0.54 -1.82
H33 -1.34 -0.32 -1.95


- Which formula does entry 3 have?
  C25H33I2NOP3Tc